No. 1
ORCA calculation (ωB97M-V/def2-TZVPD) on an isolated molecule of C5H6N4O.

Output
ΔE to the lowest compared entry with this formula, charge and spin (eV): 2.053
E_HOMO (eV): -9.48
SMILES string: NNC(=O)c1cnccn1
E_LUMO (eV): -0.23
Frontier orbital gap (eV): 9.241

Last column: Mulliken charge in e.
Geometry (Å):
N1 -0.14 2.56 -0.93  -0.655
N2 -1.28 1.98 -0.24  -0.098
C1 -1.12 0.86 0.55  0.095
O1 -1.76 0.64 1.57  -0.610
C2 -0.05 -0.12 0.13  0.620
C3 0.09 -1.14 1.06  -0.050
N3 0.95 -2.15 0.80  -0.569
C4 1.46 -2.24 -0.42  -0.191
C5 1.36 -1.13 -1.33  -0.203
N4 0.65 -0.10 -0.98  -0.460
H1 0.73 2.17 -0.53  0.310
H2 -0.05 2.16 -1.89  0.310
H3 -1.69 2.73 0.29  0.318
H4 -0.55 -1.30 1.95  0.419
H5 2.07 -3.12 -0.58  0.388
H6 1.81 -1.16 -2.33  0.376

=====

No. 2
ORCA calculation (ωB97M-V/def2-TZVPD) on a cluster of 13 separate species, C15H56O13S2 in total.

Output
E_HOMO (eV): -9.34
E_LUMO (eV): 0.19
Frontier orbital gap (eV): 9.528

Last column: Mulliken charge in e.
Geometry (Å):
C1 -1.10 -5.19 2.49  -0.602
O1 -0.60 -4.14 3.28  -0.569
H1 -0.74 -6.14 2.86  0.314
H2 -2.21 -5.21 2.48  0.264
H3 -0.83 -5.07 1.43  0.116
H4 -0.49 -3.35 2.74  0.513
C2 2.60 -4.58 3.37  -0.253
O2 3.87 -4.00 3.04  -0.546
H5 2.30 -4.21 4.34  0.239
H6 1.85 -4.35 2.62  -0.040
H7 2.70 -5.67 3.44  0.299
H8 3.92 -3.88 2.09  0.291
C3 1.45 2.62 -3.35  -0.455
O3 2.57 1.77 -3.20  -0.410
H9 1.65 3.60 -2.91  0.288
H10 1.23 2.80 -4.41  0.400
H11 0.58 2.18 -2.87  -0.032
H12 3.26 2.06 -3.80  0.221
C4 0.80 -4.03 -1.14  -0.184
O4 1.81 -3.73 -2.10  -0.613
H13 -0.08 -3.39 -1.18  0.033
H14 0.53 -5.08 -1.24  0.376
H15 1.28 -3.89 -0.15  0.089
H16 1.71 -2.82 -2.40  0.340
C5 0.30 -0.81 -3.44  -0.445
O5 1.60 -0.94 -2.89  -0.496
H17 -0.07 0.22 -3.36  0.099
H18 0.25 -1.12 -4.48  0.367
H19 -0.42 -1.39 -2.85  0.132
H20 2.07 -0.11 -3.03  0.286
C6 0.00 3.02 2.29  -0.478
O6 1.10 2.17 2.63  -0.540
H21 0.35 4.05 2.15  0.365
H22 -0.43 2.73 1.33  -0.028
H23 -0.74 2.95 3.08  0.348
H24 1.73 2.26 1.90  0.444
C7 5.67 0.49 -0.89  -0.133
O7 5.75 1.59 0.00  -0.545
H25 4.74 -0.06 -0.69  -0.117
H26 5.63 0.83 -1.93  0.165
H27 6.46 -0.24 -0.72  0.368
H28 6.61 1.65 0.42  0.286
C8 -3.47 -2.35 0.97  -0.532
O8 -2.42 -2.04 0.05  -0.334
H29 -4.39 -2.45 0.40  0.299
H30 -3.28 -3.30 1.47  0.087
H31 -3.57 -1.57 1.73  0.233
H32 -1.57 -2.05 0.55  0.077
C9 2.88 3.61 0.10  -0.289
O9 3.07 2.31 0.70  -0.484
H33 3.52 4.34 0.60  0.331
H34 3.14 3.57 -0.96  0.175
H35 1.82 3.85 0.17  -0.044
H36 3.93 1.96 0.43  0.213
C10 -0.96 4.50 -1.20  -0.360
O10 -0.93 5.04 0.09  -0.581
H37 -0.98 3.40 -1.18  -0.032
H38 -1.81 4.84 -1.81  0.421
H39 -0.07 4.83 -1.74  0.186
H40 -1.67 4.65 0.58  0.471
C11 -4.40 -0.62 -2.30  -0.659
O11 -3.03 -0.39 -2.07  -0.383
H41 -4.57 -1.61 -2.73  0.254
H42 -5.00 -0.53 -1.38  0.205
H43 -4.77 0.13 -3.00  0.260
H44 -2.77 -0.96 -1.33  0.405
C12 -0.02 0.11 -0.01  0.406
S1 0.54 -0.78 1.44  0.137
O12 -0.12 -2.15 1.37  -0.426
C13 2.18 -1.11 0.83  -0.418
H45 -0.90 0.69 0.26  -0.105
H46 -0.32 -0.57 -0.80  -0.307
H47 0.78 0.75 -0.37  0.199
H48 2.80 -0.23 0.97  0.167
H49 2.13 -1.42 -0.22  0.206
H50 2.62 -1.91 1.43  0.143
C14 -4.45 1.29 0.48  -1.029
S2 -3.73 2.46 1.61  0.631
O13 -3.15 3.44 0.62  -0.729
C15 -5.28 3.25 2.09  -1.111
H51 -5.27 1.75 -0.07  0.499
H52 -4.83 0.41 1.01  0.446
H53 -3.66 0.99 -0.20  0.134
H54 -5.08 3.94 2.91  0.389
H55 -6.02 2.50 2.38  0.378
H56 -5.57 3.83 1.22  0.310

=====

No. 3
ORCA calculation (ωB97M-V/def2-TZVPD) on a structure of composition C35H56AuGeN2SSi.

Output
ΔE to the lowest compared entry with this formula, charge and spin (eV): 0.848
E_HOMO (spin up / spin down) (eV): -6.17 / -7.51
E_LUMO (spin up / spin down) (eV): 0.42 / -0.74
Frontier orbital gap (spin up / spin down) (eV): 6.587 / 6.769
2S+1: 2

Last column: Mulliken charge in e.
Geometry (Å):
Au1 0.20 0.37 -0.11  1.110
C1 -0.65 -2.89 -1.43  -1.700
Ge1 -1.37 -1.54 -0.23  0.526
C2 -1.41 -2.36 1.54  0.248
C3 -1.13 -3.72 1.69  -0.253
C4 -1.12 -4.32 2.95  -0.655
C5 -1.39 -3.56 4.08  -0.527
C6 -1.66 -2.21 3.95  -0.610
C7 -1.67 -1.62 2.70  -0.032
C8 -3.19 -0.89 -0.62  0.003
C9 -3.65 0.06 0.26  0.546
C10 -4.98 0.54 0.21  -1.129
C11 -5.83 0.12 -0.76  -0.981
C12 -5.40 -0.82 -1.72  0.959
C13 -6.28 -1.27 -2.74  -1.072
C14 -5.89 -2.20 -3.65  -0.469
C15 -4.59 -2.74 -3.58  -0.899
C16 -3.72 -2.33 -2.61  -0.606
C17 -4.08 -1.35 -1.65  0.999
H1 -1.23 -3.81 -1.42  0.530
H2 0.36 -3.10 -1.09  0.359
H3 -0.60 -2.50 -2.45  0.420
H4 -0.92 -4.33 0.83  0.283
H5 -0.91 -5.37 3.04  0.405
H6 -1.38 -4.03 5.06  0.380
H7 -1.86 -1.61 4.83  0.392
H8 -1.86 -0.55 2.63  0.293
H9 -2.99 0.45 1.03  -0.453
H10 -5.33 1.24 0.97  0.439
H11 -6.85 0.49 -0.81  0.404
H12 -7.28 -0.85 -2.78  0.400
H13 -6.58 -2.53 -4.42  0.403
H14 -4.28 -3.49 -4.30  0.428
H15 -2.73 -2.76 -2.58  0.475
C18 2.97 -1.75 -0.49  -1.402
Si1 2.56 -0.02 0.08  0.101
C19 2.92 0.09 1.95  2.287
C20 2.07 -0.98 2.65  -2.038
C21 2.53 1.45 2.55  -1.590
C22 4.40 -0.19 2.26  -1.877
C23 3.48 1.19 -1.08  2.100
C24 2.89 1.01 -2.48  -1.825
C25 3.32 2.66 -0.68  -1.621
C26 4.98 0.85 -1.15  -1.816
H16 4.04 -1.97 -0.41  0.419
H17 2.67 -1.89 -1.53  0.334
H18 2.43 -2.48 0.11  0.252
H19 1.00 -0.84 2.48  0.213
H20 2.25 -0.93 3.73  0.537
H21 2.32 -1.99 2.33  0.334
H22 1.50 1.72 2.32  0.116
H23 3.17 2.26 2.20  0.309
H24 2.63 1.41 3.64  0.514
H25 4.73 -1.15 1.87  0.331
H26 4.54 -0.22 3.35  0.465
H27 5.06 0.58 1.88  0.342
H28 1.82 1.25 -2.51  0.182
H29 3.01 0.00 -2.86  0.337
H30 3.40 1.69 -3.18  0.493
H31 2.27 2.95 -0.57  0.139
H32 3.76 3.29 -1.46  0.538
H33 3.83 2.89 0.25  0.288
H34 5.16 -0.18 -1.45  0.342
H35 5.49 1.02 -0.20  0.290
H36 5.46 1.50 -1.90  0.491
C27 -5.90 4.95 -3.94  -1.207
C28 -5.65 5.31 -2.48  -0.604
C29 -4.23 5.00 -2.00  0.476
C30 -3.94 3.51 -2.01  -1.264
N1 -2.64 3.14 -1.47  0.198
C31 -2.27 3.16 -0.17  -0.462
S1 -0.64 2.90 0.24  -0.554
N2 -3.22 3.38 0.74  0.473
C32 -3.07 3.27 2.18  -0.728
C33 -3.51 4.53 2.91  -1.000
C34 -2.51 5.68 2.91  -0.455
C35 -2.29 6.34 1.55  -0.865
H37 -6.90 5.26 -4.26  0.385
H38 -5.83 3.88 -4.12  0.291
H39 -5.18 5.44 -4.59  0.294
H40 -6.37 4.79 -1.84  0.309
H41 -5.84 6.38 -2.33  0.369
H42 -4.08 5.40 -0.99  -0.314
H43 -3.50 5.51 -2.63  0.383
H44 -3.97 3.10 -3.02  0.485
H45 -4.72 2.95 -1.48  0.158
H46 -1.86 3.10 -2.10  0.345
H47 -4.16 3.52 0.40  0.344
H48 -2.01 3.06 2.37  0.370
H49 -3.64 2.40 2.52  0.320
H50 -3.73 4.25 3.95  0.386
H51 -4.47 4.87 2.50  0.325
H52 -1.55 5.32 3.29  0.271
H53 -2.85 6.43 3.62  0.348
H54 -1.79 5.68 0.85  0.121
H55 -1.67 7.24 1.65  0.397
H56 -3.24 6.65 1.11  0.204

=====

No. 4
ORCA calculation (ωB97M-V/def2-TZVPD) on the ion C4H11ClN2 with charge +2.

Output
ΔE to the lowest compared entry with this formula, charge and spin (eV): 0.343
E_HOMO (eV): -18.71
SMILES string: [NH3+][C@@H]1C[C@H]([NH3+])[C@H]1Cl
E_LUMO (eV): -7.61
Charge: +2
Frontier orbital gap (eV): 11.102

Last column: Mulliken charge in e.
Geometry (Å):
N1 0.50 -2.19 0.45  -0.397
C1 -0.10 -1.06 -0.43  0.142
C2 0.81 0.04 -0.83  -1.429
C3 -0.30 1.05 -0.41  0.210
N2 0.13 2.22 0.39  -0.283
C4 -1.01 -0.08 0.39  -0.778
Cl1 -2.78 -0.25 -0.07  -0.094
H1 1.34 -2.72 -0.03  0.388
H2 -0.37 -2.86 0.64  0.440
H3 0.63 -1.73 1.39  0.392
H4 -0.63 -1.58 -1.16  0.499
H5 1.77 0.17 -0.36  0.467
H6 0.99 0.10 -1.84  0.340
H7 -0.77 1.33 -1.42  0.392
H8 0.50 1.84 1.28  0.403
H9 -0.59 3.00 0.41  0.400
H10 0.95 2.81 0.17  0.369
H11 -1.07 -0.10 1.43  0.540

=====

No. 5
ORCA calculation (ωB97M-V/def2-TZVPD) on a cluster of 2 separate species, C2H5O3 in total.

Output
ΔE to the lowest compared entry with this formula, charge and spin (eV): 0.882
E_HOMO (eV): -4.36
E_LUMO (eV): 4.05
Charge: -1
Frontier orbital gap (eV): 8.408

Last column: Mulliken charge in e.
Geometry (Å):
C1 0.50 1.39 -2.37  -0.537
O1 0.14 0.08 -2.01  -0.533
H1 0.27 2.14 -1.60  0.235
H2 1.60 1.50 -2.44  0.207
H3 -0.01 1.63 -3.30  0.197
O2 -0.57 -1.20 2.58  -0.625
C2 -0.35 -0.31 1.75  -0.004
O3 0.19 -0.37 0.61  -0.623
H4 -0.65 0.74 2.04  0.228
H5 0.12 0.02 -1.02  0.455

=====

No. 6
ORCA calculation (ωB97M-V/def2-TZVPD) on a structure of composition C21H22Br4Cl2F3MgN2NaO14S.

Output
E_HOMO (eV): -3.05
E_LUMO (eV): -0.11
Charge: -2
Frontier orbital gap (eV): 2.947

Last column: Mulliken charge in e.
Geometry (Å):
O1 -1.46 5.67 -0.58  -0.317
N1 -1.60 4.75 -1.32  -0.222
O2 -1.74 3.59 -0.70  0.064
C1 -1.64 2.57 -1.75  -0.727
C2 -1.17 1.28 -1.21  1.736
C3 -0.15 0.76 -1.96  -0.396
C4 0.42 -0.43 -1.64  0.453
C5 -0.01 -1.13 -0.53  -0.151
C6 -1.06 -0.64 0.23  -1.381
C7 -1.67 0.57 -0.11  1.420
C8 -2.84 1.00 0.73  -1.213
C9 -4.11 1.38 -0.05  -0.183
C10 -4.55 0.43 -1.16  0.305
O3 -5.51 0.73 -1.82  -0.564
O4 -3.91 -0.75 -1.35  -0.447
C11 0.65 -2.43 -0.17  -0.138
O5 0.10 -3.23 0.55  -0.610
C12 2.01 -2.63 -0.78  -0.473
C13 2.39 -1.92 -1.86  -0.825
C14 1.48 -0.96 -2.48  0.348
O6 1.55 -0.60 -3.65  -0.630
H1 -0.82 2.87 -2.39  -0.121
H2 -2.59 2.53 -2.30  0.390
H3 0.21 1.26 -2.85  -0.026
H4 -1.41 -1.18 1.09  0.524
H5 -2.51 1.89 1.29  0.198
H6 -3.08 0.25 1.47  0.617
H7 -4.94 1.39 0.70  0.522
H8 -4.08 2.39 -0.50  -0.142
H9 -3.10 -0.59 -1.86  0.378
H10 2.68 -3.33 -0.31  0.732
H11 3.38 -2.04 -2.28  0.540
Na1 0.47 4.91 -2.66  0.929
C15 4.02 -6.67 1.16  0.617
F1 3.11 -6.02 1.90  -0.206
F2 4.59 -7.60 1.93  -0.196
F3 3.35 -7.32 0.19  -0.249
S1 5.27 -5.50 0.50  1.025
O7 5.85 -4.92 1.70  -0.630
O8 4.48 -4.58 -0.30  -0.673
O9 6.17 -6.35 -0.26  -0.684
Mg1 -4.61 3.53 0.59  0.130
Cl1 2.16 1.56 -4.25  -0.560
O10 -3.12 10.36 1.04  -0.582
C16 -4.09 9.80 1.45  0.507
O11 -5.35 10.28 1.26  -0.364
C17 -6.30 9.46 1.95  -0.390
C18 -5.61 8.11 2.13  -0.399
C19 -4.15 8.52 2.26  -0.326
H12 -6.54 9.93 2.91  0.243
H13 -7.21 9.39 1.36  0.315
H14 -5.99 7.54 2.97  0.296
H15 -5.75 7.51 1.23  0.179
H16 -3.87 8.75 3.29  0.256
H17 -3.47 7.77 1.85  0.243
Cl2 4.50 -10.20 2.11  -0.822
N2 7.63 -10.94 1.37  -0.414
H18 8.19 -11.54 1.96  0.386
H19 6.64 -10.92 1.71  0.058
H20 7.99 -9.98 1.40  0.395
H21 7.64 -11.28 0.41  0.377
C20 4.50 -2.62 4.03  -0.264
Br1 4.50 -1.02 5.11  -0.100
Br2 4.71 -4.20 5.11  -0.045
Br3 2.96 -2.73 2.90  0.071
H22 5.36 -2.57 3.38  0.305
Br4 0.86 1.94 0.87  -0.771
C21 0.00 -1.57 -6.18  0.903
O12 -0.52 -0.48 -6.40  -0.449
O13 1.04 -2.00 -6.76  -0.387
O14 -0.44 -2.42 -5.35  -0.387

=====

No. 7
ORCA calculation (ωB97M-V/def2-TZVPD) on an isolated molecule of C2H4O2S3.

Output
ΔE to the lowest compared entry with this formula, charge and spin (eV): 1.424
E_HOMO (eV): -7.88
E_LUMO (eV): -0.10
Frontier orbital gap (eV): 7.776

Last column: Mulliken charge in e.
Geometry (Å):
C1 -1.96 -0.35 0.50  -0.144
C2 1.45 0.45 -0.06  0.438
H1 -0.99 -1.37 -1.33  0.200
H2 -1.89 -0.18 1.57  0.274
H3 1.60 0.95 -1.84  0.380
H4 1.21 0.31 1.78  0.421
O1 1.39 1.38 -1.00  -0.419
O2 1.17 1.01 1.11  -0.431
S1 -0.64 -1.34 -0.03  -0.138
S2 -3.16 0.28 -0.39  -0.242
S3 1.81 -1.14 -0.30  -0.339

=====

No. 8
ORCA calculation (ωB97M-V/def2-TZVPD) on a structure of composition C5H9NO.

Output
ΔE to the lowest compared entry with this formula, charge and spin (eV): 3.263
E_HOMO (eV): -9.27
E_LUMO (eV): 1.10
Frontier orbital gap (eV): 10.362

Last column: Mulliken charge in e.
Geometry (Å):
C1 -1.52 -1.33 -0.20  -1.432
C2 -0.62 -0.20 -0.67  0.449
C3 -0.70 1.26 -0.08  -0.712
C4 0.89 1.36 -0.14  -0.536
C5 0.77 -0.15 -0.13  0.368
N1 1.29 -0.99 0.66  -0.499
O1 2.47 -0.47 1.21  -0.399
H1 -2.54 -1.23 -0.58  0.387
H2 -1.54 -1.36 0.89  0.322
H3 -1.11 -2.28 -0.55  0.321
H4 -0.60 -0.14 -1.77  0.266
H5 -1.14 2.02 -0.72  0.301
H6 -1.23 1.19 0.89  0.271
H7 1.60 1.73 0.61  0.295
H8 1.19 1.82 -1.11  0.233
H9 2.80 -1.24 1.68  0.364

=====

| no. | energy (eV) |
| --- | --- |
| 1 | -13288.66482 |
| 2 | -64746.01292 |
| 3 | -119107.03865 |
| 4 | -19810.00135 |
| 5 | -8298.79515 |
| 6 | -387834.99064 |
| 7 | -38737.50987 |
| 8 | -8865.94995 |